This record from OMol25 describes C50H63Br2ClF4IN14O6P2S4 as an isolated structure. The level of theory is the ωB97M-V functional and the def2-TZVPD basis.

HOMO level ... -9.38 eV
Charge ... +1
E_LUMO ... -5.12 eV

```
147
Properties=species:S:1:pos:R:3:lowdin_charge:R:1
C -3.36633 0.63773 -3.25330 -0.126
C -2.20005 0.32263 -4.13188 -0.760
Br -2.65390 0.59673 -5.92307 0.892
C -0.99390 -0.13991 -3.75290 -0.730
Br 0.23653 -0.46566 -5.17799 0.799
N -0.55686 -0.34368 -2.28868 -0.295
Cl 1.01644 -1.25429 -2.45594 0.874
C 0.01277 0.91704 -1.61034 -0.579
N -1.07787 1.89501 -1.54397 0.040
P 1.22385 1.93638 -2.73832 0.303
S 2.88241 1.37867 -3.52601 0.164
C 0.49854 0.62119 -0.13252 -0.662
I 2.65163 1.06375 0.08980 1.127
C -0.16551 1.51876 0.91579 -0.207
C 0.45033 1.62890 2.31989 -0.289
C 0.79501 0.36658 3.11547 -0.419
S -0.62956 -0.37491 3.99540 0.921
C -0.71760 0.60212 5.45195 -1.120
S -0.97891 -0.01426 6.89997 0.795
N -0.57297 2.00423 5.25668 -0.181
C -1.57806 2.81886 4.79982 -0.095
C -1.03701 4.07829 4.71300 -0.134
N 0.27638 4.04176 5.09416 0.073
C 0.53966 2.79670 5.41992 -0.164
O 0.45381 -0.73272 0.30377 -0.224
C -0.51254 -1.70150 -0.12914 -0.432
C -1.38707 -1.87616 1.12968 -0.041
S 0.42592 -3.33990 -0.11387 0.785
O 0.77943 -3.85179 -1.40907 -0.334
O -0.25498 -4.28701 0.70606 -0.273
C 2.05416 -3.06550 0.77915 -0.659
F 1.86907 -2.84125 2.06605 0.180
F 2.66855 -4.23968 0.62825 0.155
F 2.80616 -2.13163 0.20692 0.076
C -1.31237 -1.34779 -1.41216 -0.316
C -2.66512 -0.84312 -0.83463 -0.468
O -2.80938 0.22222 -0.33233 0.138
N -3.76485 -1.77527 -0.82069 0.124
C -4.64280 -1.44350 0.23808 -0.545
O -4.61434 -1.90879 1.29464 0.254
F -5.54486 -0.55051 -0.10061 0.152
P -2.00764 -2.80897 -2.60374 0.940
N -2.16371 -4.09483 -1.52017 -0.117
O -0.80235 -3.24606 -3.57649 -0.309
H -3.86383 -0.29342 -3.00740 0.071
H -3.16541 1.19754 -2.35585 0.050
H -4.10707 1.19699 -3.81096 0.072
H -0.69801 2.80341 -1.29352 0.082
H -1.38387 2.07555 -2.49839 0.049
H 1.38098 3.07035 -1.92835 -0.005
H 0.34240 2.36770 -3.74509 -0.001
H -0.19129 2.55376 0.59431 0.117
H -1.21026 1.25123 1.04948 0.110
H -0.31610 2.13793 2.89363 0.074
H 1.28043 2.32387 2.36371 0.083
H 1.46058 0.66591 3.91911 0.077
H 1.32468 -0.40595 2.57707 0.040
H -2.57657 2.50676 4.56971 0.121
H -1.53265 4.96730 4.37709 0.099
H 1.48250 2.40364 5.75227 0.131
H -0.70750 -2.22470 1.90027 0.067
H -2.14595 -2.64310 1.03527 0.100
H -1.73432 -0.91831 1.48840 0.071
H -4.25797 -1.74786 -1.70909 0.113
H -3.15008 -4.26276 -1.36776 0.058
H -1.73128 -4.94597 -1.85987 0.070
H -0.67195 -4.20002 -3.63151 0.082
N -4.05124 4.20102 -1.15093 -0.005
C -4.65629 5.14912 -0.37231 -0.131
C -4.47924 6.36367 -0.97779 -0.095
C -3.74216 6.14247 -2.17263 -0.102
C -3.49538 4.79946 -2.25385 -0.165
H -4.02238 3.21958 -0.94514 0.122
H -5.15815 4.87898 0.54056 0.111
H -4.83975 7.30801 -0.60795 0.097
H -3.43300 6.88459 -2.88887 0.095
H -2.97598 4.21895 -2.99968 0.089
N 4.80529 -1.63604 -3.82536 -0.009
C 5.45998 -0.80430 -4.69242 -0.165
C 6.01179 -1.57217 -5.67970 -0.099
C 5.67279 -2.92618 -5.40015 -0.104
C 4.92844 -2.93371 -4.25160 -0.146
H 4.31565 -1.33458 -3.00378 0.102
H 5.47833 0.25917 -4.52820 0.082
H 6.59278 -1.20839 -6.50976 0.094
H 5.94708 -3.79311 -5.97672 0.093
H 4.48030 -3.74473 -3.70286 0.101
N 5.87266 -3.50647 1.02700 0.006
C 5.92727 -4.33960 2.11256 -0.136
C 7.21739 -4.34706 2.56969 -0.101
C 7.97232 -3.48379 1.72677 -0.111
C 7.11372 -2.97974 0.78695 -0.152
H 5.05104 -3.31232 0.48817 0.110
H 5.04855 -4.85280 2.46406 0.106
H 7.58237 -4.90920 3.41219 0.095
H 9.02304 -3.26068 1.80283 0.098
H 7.27672 -2.29547 -0.02857 0.110
N -9.12569 1.20467 -0.86258 0.007
C -7.77152 1.31055 -1.02279 -0.146
C -7.52787 2.42783 -1.77951 -0.116
C -8.78459 3.01820 -2.08359 -0.103
C -9.74871 2.24109 -1.50251 -0.131
H -9.59262 0.47814 -0.35306 0.146
H -7.09658 0.59232 -0.59124 0.073
H -6.55696 2.78690 -2.08190 0.071
H -8.95849 3.91023 -2.66062 0.094
H -10.82038 2.33655 -1.48908 0.110
N -2.23799 -5.70632 5.36180 0.004
C -1.63012 -4.84699 4.48768 -0.138
C -1.11398 -5.58939 3.45769 -0.109
C -1.42716 -6.95136 3.72354 -0.106
C -2.12150 -6.98880 4.90260 -0.138
H -2.69739 -5.43733 6.21152 0.145
H -1.61595 -3.78604 4.67468 0.095
H -0.57386 -5.20002 2.61073 0.054
H -1.17107 -7.80439 3.11805 0.089
H -2.53948 -7.81420 5.45225 0.108
N 6.95348 -0.18561 2.99673 0.017
C 7.24784 0.42151 4.18503 -0.129
C 7.14942 1.77610 4.00343 -0.109
C 6.78107 1.99590 2.64978 -0.115
C 6.66377 0.76475 2.05980 -0.161
H 6.94809 -1.18000 2.83499 0.116
H 7.49869 -0.15887 5.05586 0.109
H 7.32069 2.52631 4.75686 0.078
H 6.61642 2.94542 2.16791 0.086
H 6.39906 0.48177 1.05430 0.092
N -4.06978 -0.90449 -9.20022 -0.006
C -4.15290 0.46172 -9.28330 -0.172
C -5.18694 0.77029 -10.12346 -0.102
C -5.75413 -0.45614 -10.56290 -0.102
C -5.04549 -1.46883 -9.97647 -0.137
H -3.39800 -1.41402 -8.65854 0.128
H -3.46939 1.09583 -8.74371 0.068
H -5.50295 1.76310 -10.39466 0.094
H -6.58658 -0.57858 -11.23426 0.094
H -5.14997 -2.53763 -10.04552 0.107
N 6.44987 4.88348 6.64131 0.000
C 5.26829 4.94998 5.95397 -0.149
C 4.25646 4.65085 6.82550 -0.114
C 4.85174 4.39518 8.09178 -0.111
C 6.20358 4.54878 7.94541 -0.141
H 7.35702 5.05431 6.25001 0.141
H 5.24984 5.20455 4.90833 0.103
H 3.20647 4.62159 6.58425 0.078
H 4.34434 4.13197 9.00433 0.089
H 7.00782 4.45009 8.65359 0.106
```

This record from OMol25 describes C50H64CoN3O7P2S2Si as an isolated structure. The level of theory is the ωB97M-V functional and the def2-TZVPD basis.

HOMO level (alpha / beta) ... -4.84 / -4.85 eV
Charge ... -1
E_LUMO (alpha / beta) ... 2.08 / 2.15 eV
Multiplicity ... 2
Relative energy (zero: lowest compared OMol25 entry of this formula, charge and spin) ... 166.1 kJ/mol

```
130
Properties=species:S:1:pos:R:3:lowdin_spin:R:1
Co -0.21855 0.87342 0.51220 0.995
C 2.33896 4.27081 -3.88564 0.000
Si 3.20456 4.17413 -2.20787 0.000
C 5.05797 4.49375 -2.50737 0.000
C 2.57834 5.49980 -1.01983 0.000
C 3.02894 2.44860 -1.47437 0.000
C 4.11022 1.60163 -1.31098 0.000
C 3.96266 0.33651 -0.73948 -0.001
C 2.71002 -0.02335 -0.29642 -0.002
N 1.65355 0.77563 -0.41132 -0.022
C 1.77048 1.97734 -1.01440 -0.002
S 0.29186 2.81862 -1.16111 -0.010
H 2.38052 5.28304 -4.29391 0.000
H 1.29155 3.98983 -3.77450 0.000
H 2.79838 3.59670 -4.61123 0.000
H 5.20330 5.48651 -2.93764 0.000
H 5.48711 3.77011 -3.20377 0.000
H 5.63107 4.45053 -1.57874 0.000
H 2.76845 6.50619 -1.40036 0.000
H 3.05497 5.40860 -0.04183 0.000
H 1.50659 5.38292 -0.87271 0.000
H 5.09573 1.92138 -1.63394 0.000
H 4.80829 -0.32641 -0.61646 0.000
H 2.52500 -0.98772 0.16142 0.000
O -0.33380 4.21454 2.81244 0.001
S -0.27972 2.82040 2.46588 0.001
O 1.00915 2.35360 1.93576 0.026
O -1.39271 2.33963 1.63548 -0.004
C -0.40510 1.90902 4.00534 0.000
C -0.96918 2.52533 5.10958 0.000
C -0.95924 1.88019 6.33517 0.000
C -0.37062 0.62779 6.44010 0.000
C 0.15894 -0.00035 5.32460 0.000
C 0.13914 0.62517 4.07762 0.000
P 0.81896 -0.16679 2.54676 -0.005
C 2.60506 -0.04007 3.04128 0.000
C 3.43524 0.94666 2.51088 0.000
C 4.76479 1.03354 2.89706 0.000
C 5.28880 0.14592 3.82190 0.000
C 4.47171 -0.83560 4.36148 0.000
C 3.14303 -0.92424 3.97904 0.000
C 0.53920 -1.95895 2.88646 -0.002
C -0.57745 -2.45370 3.55563 -0.001
C -0.77494 -3.81894 3.70459 0.000
C 0.12899 -4.71969 3.16419 -0.001
C 1.21955 -4.24386 2.44998 0.000
C 1.41306 -2.88119 2.30653 -0.001
H -1.38944 3.51382 4.97803 0.000
H -1.38890 2.35823 7.20571 0.000
H -0.31842 0.13418 7.40264 0.000
H 0.59766 -0.98233 5.42890 0.000
H 3.03441 1.65314 1.80247 0.000
H 5.39171 1.80357 2.46573 0.000
H 6.32613 0.21737 4.12432 0.000
H 4.86204 -1.53595 5.08965 0.000
H 2.53256 -1.70386 4.41166 0.000
H -1.29060 -1.76590 3.98739 0.000
H -1.63050 -4.18072 4.26191 0.000
H -0.01490 -5.78480 3.29417 0.000
H 1.92944 -4.93685 2.01528 0.000
H 2.27548 -2.52237 1.75677 0.000
C -3.33063 -0.04014 3.26691 0.000
C -3.34646 -0.20619 1.78957 0.000
N -2.33450 -0.14653 0.94919 -0.001
C -2.85393 -0.37727 -0.29513 0.000
C -4.20320 -0.59941 -0.20774 0.000
N -4.49260 -0.48158 1.12488 0.000
C -5.25579 -0.99757 -1.16618 0.000
O -4.89230 -1.10217 -2.41617 0.000
O -6.37884 -1.22835 -0.75800 0.000
C -1.95960 -0.36981 -1.48344 0.002
O -2.48589 -0.53307 -2.61435 0.001
O -0.73448 -0.24088 -1.24547 0.024
H -2.46038 0.53760 3.55991 0.000
H -3.30172 -1.01552 3.75685 0.000
H -4.23218 0.47656 3.59586 0.000
H -5.42246 -0.59415 1.49551 0.000
H -3.89325 -0.83774 -2.54165 0.000
C 4.32034 -5.44151 -2.26395 0.000
C 4.53380 -4.10406 -2.99098 0.000
C 3.47018 -3.07284 -2.58302 0.000
C 2.13290 -3.76072 -2.29881 0.000
C 2.29105 -4.61175 -1.02746 0.000
C 3.70842 -5.19984 -0.88640 0.000
P 0.82102 -2.43431 -2.01017 0.000
C 0.41540 -1.83574 -3.74353 0.000
C 1.10268 -0.47896 -3.97711 0.000
C 0.77345 0.01756 -5.38230 0.000
C 1.38343 -0.90824 -6.45609 0.000
C 1.70422 -2.29866 -5.89418 0.000
C 0.59679 -2.77680 -4.95505 0.000
C -0.72588 -3.46096 -1.68783 0.000
C -0.92665 -3.66752 -0.18110 0.000
C -2.38001 -4.06934 0.12562 0.000
C -2.99866 -4.87335 -1.03022 0.000
C -1.91850 -5.70034 -1.72319 0.000
C -0.91648 -4.78248 -2.44714 0.000
H 5.26590 -5.98203 -2.17666 0.000
H 3.63784 -6.07328 -2.83914 0.000
H 4.49580 -4.27141 -4.07082 0.000
H 5.52832 -3.71162 -2.76056 0.000
H 3.36232 -2.32038 -3.36472 0.000
H 3.78213 -2.54193 -1.67930 0.000
H 1.89094 -4.40518 -3.14881 0.000
H 1.56226 -5.42638 -1.03315 0.000
H 2.07120 -3.98309 -0.15935 0.000
H 3.66765 -6.13635 -0.32410 0.000
H 4.35233 -4.51411 -0.32737 0.000
H -0.64602 -1.59911 -3.65191 0.000
H 2.18941 -0.54275 -3.85061 0.000
H 0.73333 0.22202 -3.22673 0.000
H 1.13419 1.03965 -5.51589 0.000
H -0.31463 0.04092 -5.48486 0.000
H 2.29915 -0.46812 -6.86061 0.000
H 0.68385 -1.01160 -7.29031 0.000
H 2.65559 -2.27360 -5.35780 0.000
H 1.82040 -3.01139 -6.71597 0.000
H 0.80757 -3.80054 -4.64353 0.000
H -0.33612 -2.81250 -5.52744 0.000
H -1.51779 -2.78022 -2.00846 0.000
H -0.68017 -2.74292 0.34752 0.000
H -0.24572 -4.44096 0.18219 0.000
H -2.98149 -3.17426 0.30354 0.000
H -2.40352 -4.66339 1.04464 0.000
H -3.45137 -4.19662 -1.76029 0.000
H -3.79318 -5.52002 -0.65039 0.000
H -2.36700 -6.39423 -2.43850 0.000
H -1.39806 -6.30036 -0.96944 0.000
H -1.28569 -4.55864 -3.45095 0.000
H 0.03131 -5.31410 -2.55805 0.000
```

| no. | maximum force (eV/Å) |
| --- | --- |
| 1 | 2.71 |
| 2 | 3.09 |